(1)
{
  "formula": "C16H31Cl3O15",
  "method": "ωB97M-V/def2-TZVPD",
  "symbols": ["Cl", "Cl", "Cl", "O", "O", "O", "O", "O", "O", "O", "O", "O", "O", "O", "O", "O", "O", "O", "C", "C", "C", "C", "C", "C", "C", "C", "C", "C", "C", "C", "C", "C", "C", "C", "H", "H", "H", "H", "H", "H", "H", "H", "H", "H", "H", "H", "H", "H", "H", "H", "H", "H", "H", "H", "H", "H", "H", "H", "H", "H", "H", "H", "H", "H", "H"],
  "xyz": [[-20.401, 4.443, -1.529], [-23.313, 4.409, -1.343], [-22.124, 5.178, -3.832], [-23.249, -0.677, 0.087], [-16.493, 4.775, -5.651], [-26.079, 5.350, -6.182], [-26.826, 3.182, -5.982], [-25.279, -1.632, 0.479], [-25.505, 0.641, 3.659], [-18.733, 5.108, -6.147], [-25.094, 4.000, -4.788], [-21.729, 7.265, -8.128], [-17.284, 6.260, -7.152], [-21.163, 7.256, -10.336], [-20.106, 5.866, -8.684], [-25.253, 0.268, -0.494], [-24.359, 2.183, 2.589], [-23.821, 1.673, 4.773], [-24.518, 1.515, 3.785], [-24.802, 2.745, -4.153], [-24.474, -0.681, -0.006], [-24.805, -2.854, 1.001], [-19.261, 4.162, -5.256], [-26.041, 4.089, -5.686], [-21.919, 5.196, -2.130], [-19.219, 5.327, -9.607], [-26.957, 5.694, -7.215], [-21.022, 6.783, -9.146], [-21.555, 6.827, -6.755], [-23.132, 2.904, 2.322], [-17.425, 5.331, -6.242], [-25.545, -0.555, 4.398], [-24.765, 1.591, -0.684], [-16.017, 6.894, -7.491], [-22.770, 3.648, 3.033], [-16.209, 7.584, -8.313], [-24.656, -1.185, 4.357], [-18.947, 6.022, -10.401], [-25.681, -3.408, 1.337], [-21.427, 5.776, -6.495], [-27.895, 6.103, -6.840], [-23.296, 3.494, 1.421], [-18.895, 3.145, -5.397], [-24.385, -3.462, 0.200], [-25.692, -0.292, 5.446], [-18.278, 5.040, -9.138], [-25.601, 2.582, -3.429], [-22.432, 7.142, -6.189], [-15.276, 6.202, -7.890], [-25.442, 2.442, -0.762], [-18.925, 4.386, -4.244], [-23.831, 2.779, -3.659], [-24.175, 1.747, -1.587], [-20.350, 4.178, -5.242], [-15.509, 7.369, -6.651], [-27.282, 4.795, -7.739], [-26.438, -1.129, 4.149], [-24.110, 1.807, 0.160], [-24.861, 1.894, -4.831], [-21.883, 6.233, -1.795], [-26.660, 6.419, -7.973], [-24.182, -2.890, 1.895], [-19.637, 4.405, -10.009], [-22.331, 2.208, 2.073], [-20.663, 7.294, -6.337]],
  "lowdin_spin": [0.000, 0.000, 0.000, 0.000, 0.000, 0.000, 0.000, 0.000, 0.000, 0.002, 0.000, 0.020, 0.000, 0.839, 0.069, 0.000, 0.000, 0.000, 0.000, 0.000, 0.000, 0.000, 0.000, 0.000, 0.000, 0.004, 0.000, 0.049, 0.009, 0.000, 0.000, 0.000, 0.000, 0.000, 0.000, 0.000, 0.000, 0.003, 0.000, 0.000, 0.000, 0.000, 0.000, 0.000, 0.000, 0.001, 0.000, 0.003, 0.000, 0.000, 0.000, 0.000, 0.000, 0.000, 0.000, 0.000, 0.000, 0.000, 0.000, 0.000, 0.000, 0.000, 0.000, 0.000, 0.000],
  "charge": 1,
  "spin_multiplicity": 2,
  "energy_ev": -85361.238,
  "mol_weight_da": 569.768,
  "e_lumo_ev": [-4.35, -10.08],
  "s_squared": 0.75
}



(2)
{
  "formula": "C4H14O2S",
  "method": "ωB97M-V/def2-TZVPD",
  "symbols": ["S", "O", "O", "C", "C", "C", "C", "H", "H", "H", "H", "H", "H", "H", "H", "H", "H", "H", "H", "H", "H"],
  "xyz": [[1.198, 1.645, -1.742], [-5.608, 2.491, 3.405], [-0.823, -0.365, -6.519], [0.839, -0.235, 0.406], [0.538, -1.888, 2.285], [1.807, 0.687, -0.313], [1.568, -1.123, 1.424], [2.698, 0.178, -0.638], [2.179, 1.481, 0.339], [0.101, 0.357, 0.974], [-0.307, 0.053, -7.216], [0.934, -2.761, 2.790], [1.420, 0.722, -2.681], [-0.228, -2.239, 1.583], [-0.381, -0.075, -5.712], [2.084, -1.906, 0.876], [0.297, -0.849, -0.320], [2.284, -0.557, 2.000], [-5.066, 2.164, 2.677], [-5.590, 3.448, 3.369], [0.058, -1.230, 3.013]],
  "nbo_charge": [-0.048, -0.941, -0.933, -0.410, -0.600, -0.504, -0.392, 0.214, 0.217, 0.201, 0.467, 0.211, 0.110, 0.201, 0.466, 0.194, 0.206, 0.199, 0.471, 0.470, 0.202],
  "charge": 0,
  "energy_ev": -19305.063,
  "mol_weight_da": 126.221,
  "relative_energy_kj_mol": 46.4,
  "smiles": "CCCCS.O.O",
  "e_lumo_ev": 0.49
}



(3)
{
  "formula": "C3H12N2S",
  "method": "ωB97M-V/def2-TZVPD",
  "symbols": ["S", "N", "N", "C", "C", "C", "H", "H", "H", "H", "H", "H", "H", "H", "H", "H", "H", "H"],
  "xyz": [[-2.163, 2.230, -0.486], [0.371, -1.436, 1.159], [1.994, -0.211, -1.957], [1.765, -1.062, -0.785], [0.634, -0.472, 0.064], [-2.568, 1.370, 1.044], [-3.640, 1.284, 1.191], [1.261, -1.703, 1.562], [-2.096, 0.393, 1.106], [-2.176, 1.956, 1.876], [-0.274, -0.395, -0.527], [1.462, -2.066, -1.073], [2.647, -1.141, -0.140], [2.788, -0.594, -2.462], [-0.150, -0.988, 1.906], [-3.078, 1.617, -1.269], [2.281, 0.707, -1.641], [0.941, 0.510, 0.432]],
  "nbo_charge": [-0.038, -0.835, -0.823, -0.220, -0.222, -0.739, 0.224, 0.345, 0.209, 0.223, 0.198, 0.196, 0.149, 0.352, 0.351, 0.124, 0.348, 0.158],
  "charge": 0,
  "energy_ev": -17120.597,
  "mol_weight_da": 108.210,
  "relative_energy_kj_mol": 24.0,
  "smiles": "NCCN.CS",
  "e_lumo_ev": 0.94
}



(4)
{
  "formula": "C3H6O2",
  "method": "ωB97M-V/def2-TZVPD",
  "symbols": ["O", "O", "C", "C", "C", "H", "H", "H", "H", "H", "H"],
  "xyz": [[1.548, -0.795, 0.467], [-1.302, 0.692, -0.458], [-0.088, 1.243, 0.118], [0.286, -0.191, 0.548], [-0.616, -0.564, -0.591], [-1.151, -1.514, -0.491], [-0.196, -0.364, 1.521], [0.567, 1.663, -0.659], [1.319, -1.682, 0.147], [-0.301, 1.990, 0.888], [-0.037, -0.564, -1.528]],
  "nbo_charge": [-0.696, -0.518, -0.082, 0.056, -0.094, 0.180, 0.161, 0.175, 0.466, 0.189, 0.164],
  "charge": 0,
  "energy_ev": -7301.297,
  "mol_weight_da": 74.079,
  "relative_energy_kj_mol": 229.8,
  "e_lumo_ev": 0.84
}



(5)
{
  "formula": "C27H42Cl3N4O3SiTb",
  "method": "ωB97M-V/def2-TZVPD",
  "symbols": ["Tb", "Cl", "Cl", "Cl", "Si", "O", "O", "O", "N", "N", "N", "N", "C", "C", "C", "C", "C", "C", "C", "C", "C", "C", "C", "C", "C", "C", "C", "C", "C", "C", "C", "C", "C", "C", "C", "C", "C", "C", "C", "H", "H", "H", "H", "H", "H", "H", "H", "H", "H", "H", "H", "H", "H", "H", "H", "H", "H", "H", "H", "H", "H", "H", "H", "H", "H", "H", "H", "H", "H", "H", "H", "H", "H", "H", "H", "H", "H", "H", "H", "H", "H"],
  "xyz": [[0.484, -1.909, 1.211], [2.686, -3.114, 0.852], [1.023, 0.176, 0.061], [-0.388, -0.153, 3.137], [3.083, 1.393, 0.615], [1.388, 2.322, -1.495], [-1.771, -2.128, 0.921], [0.289, -2.423, -1.145], [0.982, -2.914, 3.518], [-3.792, -1.165, 0.502], [0.678, -1.483, -3.218], [1.983, -3.421, 5.424], [0.186, 3.017, -1.316], [1.035, 3.722, -5.105], [2.818, 1.477, 2.488], [1.924, 4.656, -2.401], [-2.605, -1.191, 1.108], [0.986, 3.473, -2.538], [2.104, -1.213, -3.000], [-2.468, 0.647, -2.586], [-2.293, 2.776, -0.818], [-3.549, 2.222, -1.099], [-1.224, 1.135, -2.206], [-1.114, 2.300, -1.438], [-2.131, -3.620, 5.468], [-0.011, -3.168, 4.455], [-1.409, -3.187, 4.359], [4.329, -0.002, 0.414], [-0.100, -1.987, -2.245], [2.164, -3.076, 4.128], [0.177, -1.376, -4.595], [3.619, 2.975, -0.137], [-1.500, -4.007, 6.660], [-4.183, -2.222, -0.429], [0.525, 3.156, -3.826], [-3.639, 1.185, -2.035], [0.607, -3.480, 5.676], [-4.819, -0.249, 0.977], [-0.090, -3.926, 6.780], [-4.323, 0.612, 1.451], [2.602, -1.278, -3.972], [4.509, 3.262, 0.447], [-2.224, 3.612, -0.110], [1.978, 4.998, -1.367], [-2.538, -0.138, -3.341], [2.878, 3.760, -0.031], [0.229, 3.721, -0.474], [2.093, 3.488, -5.312], [0.454, -4.225, 7.678], [1.599, 5.508, -3.028], [1.841, 1.895, 2.764], [2.934, 4.365, -2.733], [-0.210, -0.367, -4.810], [0.917, 4.813, -5.228], [5.045, 0.227, -0.388], [2.522, -1.940, -2.285], [-4.790, -2.983, 0.081], [-0.645, -2.094, -4.742], [-0.298, 0.664, -2.552], [-5.419, 0.094, 0.122], [3.927, 2.814, -1.175], [3.151, -3.000, 3.688], [-2.373, -0.345, 1.784], [3.612, 2.057, 2.972], [-4.618, 0.789, -2.326], [-3.306, -2.689, -0.873], [-2.104, -4.369, 7.503], [-1.185, -1.977, -2.521], [-4.458, 2.593, -0.607], [2.857, 0.470, 2.924], [0.446, 3.251, -5.917], [2.258, -0.196, -2.605], [-0.431, 2.658, -3.908], [4.896, -0.066, 1.354], [2.685, -3.580, 6.121], [0.978, -1.601, -5.301], [-3.213, -3.673, 5.408], [3.884, -0.996, 0.239], [-5.476, -0.751, 1.713], [-4.811, -1.780, -1.203], [-1.858, -2.824, 3.439]],
  "lowdin_spin": [6.667, 0.009, 0.020, 0.006, 0.055, -0.163, 0.018, 0.015, 0.017, -0.001, 0.001, 0.000, -0.036, -0.081, 0.005, 0.003, 0.004, -0.043, 0.001, 0.001, -0.003, 0.000, -0.004, 0.000, 0.000, 0.002, 0.002, 0.006, 0.004, 0.002, 0.000, 0.018, 0.000, 0.000, -0.468, -0.004, 0.000, 0.000, 0.000, 0.000, 0.000, 0.003, 0.000, -0.001, 0.000, 0.000, -0.003, -0.017, 0.000, 0.001, 0.000, 0.002, 0.000, -0.023, 0.000, 0.000, 0.000, 0.000, -0.001, 0.000, 0.000, 0.001, 0.000, 0.001, 0.000, 0.000, 0.000, 0.000, 0.000, 0.000, 0.000, 0.001, -0.024, 0.001, 0.000, 0.000, 0.000, 0.001, 0.000, 0.000, 0.001],
  "charge": 0,
  "spin_multiplicity": 7,
  "energy_ev": -108664.364,
  "mol_weight_da": 764.028,
  "relative_energy_kj_mol": 691.8,
  "e_lumo_ev": [-0.66, 0.42],
  "s_squared": 12.93
}



(6)
{
  "formula": "C20H22N2O3",
  "method": "ωB97M-V/def2-TZVPD",
  "symbols": ["O", "O", "O", "N", "N", "C", "C", "C", "C", "C", "C", "C", "C", "C", "C", "C", "C", "C", "C", "C", "C", "C", "C", "C", "C", "H", "H", "H", "H", "H", "H", "H", "H", "H", "H", "H", "H", "H", "H", "H", "H", "H", "H", "H", "H", "H", "H"],
  "xyz": [[-0.378, -1.859, -0.197], [-1.800, -1.317, 2.085], [-6.935, 0.691, -0.956], [3.693, 0.654, 0.838], [1.483, -0.820, 0.627], [-2.391, 0.409, 0.461], [-3.991, -1.177, 1.303], [5.334, 2.423, 0.639], [5.016, 1.058, 1.292], [-5.795, 1.087, -1.071], [0.208, -1.277, 0.684], [2.428, -0.973, -0.398], [-4.972, -0.589, 0.543], [-4.688, 0.507, -0.279], [2.255, -1.839, -1.466], [-5.445, 2.198, -2.035], [-2.683, -0.686, 1.270], [4.609, -0.388, -1.224], [3.996, 2.870, 0.030], [-3.382, 0.991, -0.306], [3.260, -1.981, -2.408], [2.976, 1.914, 0.666], [-0.447, -0.955, 2.043], [3.610, -0.219, -0.276], [4.438, -1.267, -2.281], [5.688, 3.131, 1.386], [-4.202, -2.026, 1.934], [4.000, 2.728, -1.051], [6.104, 2.331, -0.126], [0.035, -1.562, 2.816], [2.684, 2.280, 1.657], [-0.307, 0.108, 2.289], [-5.984, -0.963, 0.561], [1.339, -2.398, -1.550], [-6.339, 2.492, -2.580], [3.766, 3.912, 0.241], [3.122, -2.657, -3.237], [4.957, 1.173, 2.379], [-1.390, 0.809, 0.405], [-4.687, 1.860, -2.739], [-5.060, 3.057, -1.491], [1.869, -0.330, 1.426], [5.753, 0.288, 1.074], [5.225, -1.381, -3.011], [5.525, 0.177, -1.152], [2.084, 1.782, 0.054], [-3.121, 1.834, -0.925]],
  "nbo_charge": [-0.587, -0.489, -0.548, -0.487, -0.618, -0.333, -0.289, -0.432, -0.224, 0.579, 0.654, 0.100, -0.122, -0.219, -0.220, -0.717, 0.428, -0.260, -0.426, -0.139, -0.209, -0.223, -0.166, 0.200, -0.219, 0.212, 0.225, 0.210, 0.210, 0.221, 0.188, 0.188, 0.237, 0.253, 0.238, 0.217, 0.216, 0.197, 0.212, 0.228, 0.227, 0.419, 0.214, 0.213, 0.210, 0.216, 0.213],
  "charge": 0,
  "energy_ev": -30220.014,
  "mol_weight_da": 338.407,
  "relative_energy_kj_mol": 164.3,
  "smiles": "CC(=O)c1ccc(OCC(=O)Nc2ccccc2N2CCCC2)cc1",
  "e_lumo_ev": 0.45
}